DFT (ωB97M-V/def2-TZVPD) results for C30H20CaCl2N4O2PSe2 as an isolated structure at a distorted geometry.

Values from the calculation:
* total charge: -1
* E: -8267.1930 a.u.
* LUMO energy: 0.07891 hartree
* orbital gap: 6.04 eV
* energy above the lowest of the compared OMol25 structures with the same formula, charge and spin: 20.39 kcal per mole
* highest occupied orbital energy: -3.893 eV

Last column: natural (NBO) charge in e.
Atoms and positions in Å:
Ca1 0.6183 0.6418 0.0565  1.7277
Cl1 1.1366 6.3298 -4.4410  0.0018
C1 0.8181 5.4172 -3.0504  -0.1118
C2 1.2180 4.0880 -2.9866  -0.2593
C3 0.9487 3.2777 -1.8672  0.1309
N1 1.3467 1.9894 -1.7967  -0.7774
C4 2.5915 1.5908 -2.2572  0.5878
O1 3.1293 1.9376 -3.3186  -0.6519
C5 3.3236 0.7037 -1.4117  0.1329
C6 4.4607 0.0980 -1.9743  -0.2040
C7 5.2346 -0.7371 -1.1707  -0.1494
C8 5.0414 -0.7175 0.2419  -0.2683
C9 3.8629 -0.1277 0.6963  0.0368
N2 2.9947 0.5360 -0.0851  -0.5229
C10 0.4423 3.9066 -0.6944  0.2062
C11 0.0419 5.2556 -0.7554  -0.2873
C12 0.2284 5.9942 -1.9200  -0.1043
Cl2 -0.2681 7.6065 -2.1666  -0.0144
N3 0.3048 3.0886 0.3907  -0.7522
C13 0.1329 3.6301 1.6461  0.5743
O2 -0.0969 4.8361 1.9594  -0.7047
C14 0.0118 2.5626 2.6867  0.1574
C15 -0.4794 3.0108 3.9277  -0.2223
C16 -0.7626 2.0590 4.8880  -0.1666
C17 -0.4183 0.7312 4.6398  -0.2708
C18 -0.0388 0.3606 3.3668  0.0277
N4 0.1687 1.2701 2.4043  -0.5243
H1 1.8054 3.6120 -3.7610  0.2516
H2 4.6929 0.3558 -3.0036  0.2622
H3 6.0202 -1.3102 -1.6240  0.2097
H4 5.8470 -0.9511 0.9401  0.2213
H5 3.6393 -0.1075 1.7861  0.1941
H6 -0.3260 5.7132 0.1744  0.2698
H7 -0.6738 4.0481 3.9561  0.2600
H8 -1.2396 2.3573 5.8564  0.2142
H9 -0.4250 -0.0545 5.4286  0.2166
H10 0.0738 -0.6639 3.0479  0.1987
Se1 -2.0475 -0.2466 -0.8682  -0.6278
P1 -1.1582 -2.2816 -0.7471  0.9951
Se2 0.9924 -2.4376 -1.1867  -0.6397
C19 -1.5006 -2.9306 0.9297  -0.4164
C20 -0.4647 -3.4947 1.6529  -0.2069
C21 -0.6824 -3.8364 2.9848  -0.2347
C22 -1.9231 -3.5268 3.5549  -0.1540
C23 -2.9766 -2.9798 2.8458  -0.2412
C24 -2.7453 -2.6525 1.4972  -0.1599
C25 -2.0609 -3.2000 -1.9773  -0.4180
C26 -2.8742 -4.3278 -1.6938  -0.1958
C27 -3.8429 -4.7422 -2.6404  -0.2167
C28 -3.9194 -4.0729 -3.8306  -0.2148
C29 -2.9922 -3.0701 -4.1663  -0.2119
C30 -2.0187 -2.6571 -3.2566  -0.1668
H11 0.4771 -3.6548 1.1306  0.2540
H12 0.0884 -4.3218 3.5429  0.2108
H13 -2.0738 -3.6233 4.6054  0.1944
H14 -3.9099 -2.7256 3.3115  0.2147
H15 -3.5427 -2.1835 0.9215  0.2396
H16 -2.7706 -4.8765 -0.7376  0.2228
H17 -4.5219 -5.5658 -2.4489  0.2099
H18 -4.7193 -4.3387 -4.5554  0.2082
H19 -3.0703 -2.5027 -5.0926  0.2162
H20 -1.1488 -2.0899 -3.5850  0.2491


DFT (ωB97M-V/def2-TZVPD) results for C30H21F15GeN5P2SSc as an isolated structure at a distorted geometry.

Values from the calculation:
* total charge: +2
* E: -6845.6778 a.u.
* LUMO energy: -0.24984 hartree
* orbital gap: 6.89 eV
* energy above the lowest of the compared OMol25 structures with the same formula, charge and spin: 18.02 kcal per mole
* highest occupied orbital energy: -13.688 eV

Last column: Mulliken charge in e.
Atoms and positions in Å:
Sc1 -0.2084 0.0929 0.0832  -0.3850
C1 0.1298 -0.9283 4.0588  -1.3810
P1 0.4050 0.3232 2.7689  1.0154
C2 -0.2359 1.8482 3.5035  -0.8116
C3 2.2256 0.5758 2.8012  -1.2127
C4 2.7347 1.3559 1.5854  -0.6435
P2 2.4618 0.4221 0.0338  1.0809
C5 3.6690 -0.9327 0.1166  -1.3920
C6 3.0930 1.5267 -1.2631  -1.2126
H1 0.6233 -0.6042 4.9753  0.4635
H2 0.5335 -1.8959 3.7618  0.4178
H3 -0.9364 -1.0368 4.2595  0.4278
H4 0.2257 1.9862 4.4825  0.5835
H5 -1.3161 1.7794 3.6210  0.1202
H6 -0.0168 2.7009 2.8647  -0.0321
H7 2.7080 -0.4014 2.8695  0.4074
H8 2.4634 1.1083 3.7228  0.5443
H9 3.8038 1.5529 1.6743  0.5355
H10 2.2340 2.3231 1.4924  0.1166
H11 4.6584 -0.5071 0.2858  0.4327
H12 3.6791 -1.4929 -0.8182  0.4284
H13 3.4333 -1.6247 0.9237  0.4253
H14 4.0845 1.8840 -0.9855  0.4753
H15 2.4254 2.3800 -1.3834  0.2630
H16 3.1676 0.9934 -2.2107  0.3749
N1 -0.7172 -0.6556 -4.2462  0.1340
C7 -0.0234 0.0340 -3.3510  -0.3997
N2 -0.3010 -0.4417 -2.1484  0.0530
C8 -1.2078 -1.4358 -2.3981  0.2266
N3 -1.4847 -1.6011 -3.6607  -0.6070
C9 -1.8158 -2.1998 -1.3047  0.3055
C10 -2.6339 -3.2968 -1.5175  -0.2803
N4 -3.1645 -3.9725 -0.5035  -0.4858
C11 -2.8829 -3.5537 0.7282  -0.4232
C12 -2.0702 -2.4581 0.9529  -0.2145
N5 -1.5365 -1.7812 -0.0656  0.0759
H17 -0.7337 -0.5444 -5.2504  0.2223
H18 0.6373 0.8520 -3.5882  0.5527
H19 -2.8563 -3.6243 -2.5250  0.5009
H20 -3.3139 -4.1001 1.5572  0.4061
H21 -1.8534 -2.1134 1.9555  0.3986
F1 -1.3491 6.0393 2.6768  -0.2868
C13 -2.1840 5.0678 3.0470  0.3271
C14 -2.6040 4.0974 2.1516  0.2326
C15 -3.4744 3.1311 2.6326  0.1564
F2 -3.8945 2.1441 1.8209  -0.4118
C16 -3.9281 3.1160 3.9333  0.2951
F3 -4.7570 2.1718 4.3631  -0.3095
C17 -3.4874 4.1009 4.8017  0.6832
F4 -3.8976 4.1008 6.0565  -0.2869
C18 -2.6107 5.0768 4.3624  0.2845
F5 -2.1899 6.0079 5.2040  -0.2816
Ge1 -2.2055 4.0535 0.2597  0.0198
S1 -1.1364 2.2075 -0.3761  0.4616
C19 -3.9284 4.1567 -0.6111  0.2037
C20 -4.6886 5.2818 -0.3259  0.4960
F6 -4.1896 6.2260 0.4833  -0.3747
C21 -5.9471 5.4793 -0.8513  0.1337
F7 -6.6498 6.5625 -0.5619  -0.2666
C22 -6.4724 4.5192 -1.7005  0.7087
F8 -7.6736 4.6880 -2.2203  -0.2716
C23 -5.7444 3.3848 -2.0072  -0.1154
F9 -6.2585 2.4688 -2.8205  -0.2846
C24 -4.4883 3.2167 -1.4609  -0.2054
F10 -3.8330 2.0943 -1.7931  -0.1922
C25 -0.9562 5.4398 -0.2795  -0.3246
C26 0.3202 5.4337 0.2624  0.2768
F11 0.6661 4.4976 1.1737  -0.2752
C27 1.2845 6.3513 -0.0824  -0.0720
F12 2.4999 6.3043 0.4566  -0.2932
C28 0.9731 7.3317 -1.0094  0.6815
F13 1.8855 8.2219 -1.3538  -0.2768
C29 -0.2847 7.3712 -1.5804  0.1461
F14 -0.5709 8.3034 -2.4757  -0.2633
C30 -1.2277 6.4260 -1.2161  0.4520
F15 -2.4166 6.4995 -1.8155  -0.2742


DFT (ωB97M-V/def2-TZVPD) results for C30H21F6N6O8S3Ta as an isolated structure.

Values from the calculation:
* total charge: +2
* E: -3936.6014 a.u.
* LUMO energy: -0.25601 hartree
* orbital gap: 7.30 eV
* energy above the lowest of the compared OMol25 structures with the same formula, charge and spin: 18.62 kcal per mole
* highest occupied orbital energy: -14.269 eV

Last column: Mulliken charge in e.
Atoms and positions in Å:
Ta1 -0.8530 -0.5318 -0.5536  1.9808
C1 5.5988 0.4553 3.9438  -1.5746
C2 4.6852 0.2770 2.7679  1.0046
C3 4.9635 -0.6987 1.8055  -0.9122
C4 4.1487 -0.8690 0.7041  -0.7000
C5 3.0241 -0.0564 0.5738  0.1523
C6 2.7214 0.9249 1.5074  -0.1330
C7 3.5622 1.0844 2.5981  -0.9359
S1 2.0026 -0.3224 -0.8100  1.3278
O1 2.7834 -0.4293 -1.9892  -0.6434
O2 1.0962 -1.4861 -0.5176  -0.4015
N1 0.8154 0.7600 -0.8129  0.2444
C8 0.7922 1.9272 -1.6072  0.1183
C9 1.7850 2.8508 -1.7559  -0.3815
C10 1.5952 3.9349 -2.6448  -1.0215
C11 0.4441 4.0634 -3.3684  -0.8664
C12 -0.5904 3.1011 -3.2412  0.9004
C13 -1.7765 3.1020 -4.0005  -0.7939
C14 -2.6775 2.0787 -3.8407  -1.1170
C15 -2.4233 1.0732 -2.9052  -0.3160
N2 -1.3362 1.0547 -2.1429  0.4960
C16 -0.4085 2.0451 -2.3345  -0.2700
H1 6.6086 0.6940 3.6083  0.3798
H2 5.6636 -0.4653 4.5253  0.3751
H3 5.2598 1.2545 4.5995  0.3711
H4 5.8419 -1.3216 1.9164  0.4778
H5 4.3861 -1.6092 -0.0489  0.5404
H6 1.8652 1.5729 1.3719  0.5626
H7 3.3525 1.8626 3.3219  0.3813
H8 2.7196 2.7495 -1.2188  0.5770
H9 2.3878 4.6612 -2.7581  0.4430
H10 0.3156 4.8861 -4.0591  0.4806
H11 -1.9575 3.8949 -4.7155  0.5151
H12 -3.5851 2.0312 -4.4247  0.4993
H13 -3.1345 0.2707 -2.7592  0.6129
C17 0.8988 -1.7598 3.4268  -1.1114
C18 0.4112 -1.7451 2.1191  0.0170
N3 -0.2485 -0.7037 1.6224  0.3505
C19 -0.5018 0.3459 2.4405  0.0665
C20 -0.0426 0.4218 3.7552  1.0353
C21 0.6955 -0.6731 4.2381  -0.7321
C22 -0.3794 1.5714 4.5452  -1.0055
C23 -1.1893 2.5311 4.0515  -0.9953
C24 -1.7371 2.4242 2.7285  0.8364
C25 -2.6956 3.3137 2.2131  -0.6805
C26 -3.2338 3.0662 0.9779  -1.2372
C27 -2.7762 1.9810 0.2315  0.0803
N4 -1.8267 1.1537 0.6589  0.2215
C28 -1.3527 1.3545 1.9186  0.2490
H14 1.4290 -2.6316 3.7814  0.4939
H15 0.5585 -2.5891 1.4613  0.4816
H16 1.0743 -0.6628 5.2526  0.5518
H17 0.0018 1.6411 5.5555  0.5032
H18 -1.4682 3.3827 4.6579  0.4722
H19 -3.0229 4.1619 2.8010  0.5119
H20 -4.0068 3.6974 0.5642  0.4691
H21 -3.1955 1.7870 -0.7428  0.5152
F1 -0.4317 -5.0379 -3.6492  -0.1725
C29 0.0418 -3.9652 -3.0619  0.6779
F2 0.3262 -4.2053 -1.7991  -0.1451
F3 1.1006 -3.5021 -3.6951  -0.1841
S2 -1.2420 -2.6144 -3.1622  0.8462
O3 -0.5875 -1.4600 -2.5506  -0.7215
O4 -1.6896 -2.5242 -4.4948  -0.4992
N5 -2.4508 -3.0186 -2.0957  0.4301
S3 -3.7658 -4.0764 -2.4515  1.0623
O5 -4.9451 -3.4140 -2.0487  -0.5956
O6 -3.4981 -4.5751 -3.7473  -0.5400
C30 -3.4017 -5.4381 -1.2369  0.7645
F4 -2.1635 -5.8624 -1.4437  -0.1975
F5 -3.5213 -4.9930 0.0000  -0.1850
F6 -4.2624 -6.4030 -1.4683  -0.1801
O7 -1.3072 -2.4385 -0.2080  -0.7490
N6 -2.5665 -2.3752 -0.8286  -0.4217
O8 -2.7038 -0.9857 -1.0515  -0.6564


Question: Among the records above, which one has the highest E?
Answer: C30H21F6N6O8S3Ta


Question: What is the formula in the first record?
Answer: C30H20CaCl2N4O2PSe2


Question: Look up the LUMO energy of the second one.
Answer: -0.24984 hartree


Question: Among the records above, which one has the highest E?
Answer: C30H21F6N6O8S3Ta